# C66H62FGeO3P3S2Sb2Ti

A structure of composition C66H62FGeO3P3S2Sb2Ti (wB97M-V/def2-TZVPD, OMol25).

Geometry as ORCA input:
```
! RIJCOSX wB97M-V def2-TZVPD def2/J DEFGRID3
* xyz 2 1
Ti -1.074 0.935 -0.711
F 0.301 0.057 0.072
Ge -1.925 -1.510 1.951
C -1.871 -2.711 3.489
C -2.660 -2.901 4.622
C -2.373 -3.963 5.465
C -1.316 -4.836 5.192
C -0.507 -4.635 4.089
C -0.786 -3.550 3.260
P 0.163 -2.859 1.901
C 1.696 -2.190 2.560
C 1.952 -0.827 2.542
C 3.111 -0.336 3.130
C 4.012 -1.202 3.723
C 3.764 -2.572 3.733
C 2.611 -3.068 3.153
C 0.620 -4.223 0.823
C 1.881 -4.284 0.231
C 2.283 -5.450 -0.399
C 1.427 -6.542 -0.462
C 0.151 -6.465 0.080
C -0.254 -5.307 0.724
C -2.931 -2.434 0.507
C -3.871 -3.313 1.050
C -4.748 -4.047 0.260
C -4.695 -3.921 -1.113
C -3.753 -3.075 -1.681
C -2.867 -2.334 -0.902
P -1.615 -1.360 -1.819
C -2.256 -1.120 -3.516
C -3.473 -0.480 -3.766
C -3.917 -0.299 -5.066
C -3.160 -0.755 -6.136
C -1.950 -1.389 -5.900
C -1.496 -1.570 -4.601
C -0.238 -2.507 -2.087
C -0.497 -3.821 -2.487
C 0.522 -4.601 -3.005
C 1.809 -4.086 -3.117
C 2.087 -2.809 -2.656
C 1.065 -2.023 -2.140
C -2.808 0.182 2.477
C -4.044 -0.269 2.937
C -5.058 0.614 3.294
C -4.841 1.972 3.191
C -3.610 2.440 2.749
C -2.589 1.566 2.402
P -1.031 2.209 1.727
C 0.166 1.931 3.091
C -0.089 1.069 4.154
C 0.780 1.012 5.236
C 1.906 1.818 5.272
C 2.173 2.675 4.212
C 1.311 2.731 3.128
C -1.030 4.019 1.697
C -0.568 4.689 0.570
C -0.413 6.068 0.589
C -0.733 6.784 1.731
C -1.180 6.120 2.868
C -1.310 4.743 2.859
H -3.487 -2.244 4.858
H -2.981 -4.126 6.344
H -1.122 -5.665 5.859
H 0.327 -5.295 3.888
H 1.261 -0.148 2.066
H 3.295 0.729 3.129
H 4.913 -0.817 4.182
H 4.467 -3.251 4.196
H 2.426 -4.135 3.162
H 2.557 -3.440 0.291
H 3.271 -5.510 -0.835
H 1.755 -7.456 -0.939
H -0.520 -7.311 0.021
H -1.240 -5.258 1.172
H -3.929 -3.450 2.123
H -5.466 -4.707 0.727
H -5.373 -4.478 -1.746
H -3.712 -2.993 -2.760
H -4.089 -0.127 -2.953
H -4.861 0.199 -5.238
H -3.513 -0.617 -7.150
H -1.354 -1.754 -6.727
H -0.554 -2.078 -4.448
H -1.500 -4.224 -2.430
H 0.310 -5.610 -3.334
H 2.597 -4.693 -3.543
H 3.096 -2.420 -2.694
H 1.295 -1.039 -1.758
H -4.271 -1.328 2.988
H -6.011 0.229 3.632
H -5.625 2.675 3.441
H -3.464 3.504 2.632
H -0.980 0.455 4.171
H 0.561 0.346 6.061
H 2.568 1.790 6.127
H 3.041 3.321 4.237
H 1.504 3.444 2.335
H -0.317 4.142 -0.326
H -0.044 6.579 -0.291
H -0.623 7.860 1.744
H -1.411 6.675 3.767
H -1.607 4.230 3.767
C 5.512 1.299 -0.394
Sb 3.765 0.846 -1.541
C 4.439 1.907 -3.276
C 2.581 2.481 -0.668
C 2.884 3.782 -1.326
C 3.964 4.527 -0.850
C 4.424 5.653 -1.512
C 3.811 6.045 -2.691
C 2.726 5.325 -3.163
C 2.231 4.207 -2.490
C 0.959 3.613 -3.040
Sb 0.356 1.551 -3.231
C -1.169 2.030 -4.616
C 1.722 0.628 -4.568
H 6.280 0.550 -0.578
H 5.270 1.297 0.666
H 5.889 2.279 -0.683
H 4.980 2.803 -2.973
H 3.609 2.204 -3.915
H 5.101 1.254 -3.844
H 2.878 2.486 0.381
H 1.521 2.222 -0.703
H 4.459 4.204 0.059
H 5.261 6.212 -1.116
H 4.165 6.909 -3.236
H 2.233 5.651 -4.072
H 0.835 3.963 -4.067
H 0.091 4.002 -2.497
H -0.735 2.708 -5.351
H -1.999 2.517 -4.108
H -1.521 1.132 -5.116
H 2.060 1.394 -5.265
H 1.180 -0.146 -5.109
H 2.573 0.190 -4.056
O -3.872 2.775 -2.521
S -3.261 2.642 -1.242
O -1.681 2.527 -1.465
O -3.508 3.603 -0.219
S -3.459 0.729 -0.529
*
```


# C66H63F5InN2O8PSe

A structure of composition C66H63F5InN2O8PSe (wB97M-V/def2-TZVPD, OMol25).

Geometry as ORCA input:
```
! RIJCOSX wB97M-V def2-TZVPD def2/J DEFGRID3
* xyz -2 1
In 0.307 0.047 -0.464
C 4.885 -3.493 2.798
C 3.381 -3.435 2.607
C 2.699 -4.576 3.362
O 3.016 -3.532 1.231
C 2.200 -2.409 0.849
C 1.785 -1.895 2.253
O 2.928 -2.185 3.054
C 1.165 -0.501 2.577
O 0.293 -0.104 1.572
C 0.175 -0.637 3.778
C 0.030 0.373 4.729
C -0.987 0.331 5.677
C -1.896 -0.716 5.687
C -1.789 -1.708 4.719
C -0.773 -1.662 3.775
C 2.276 0.515 2.921
C 3.031 0.391 4.093
C 4.013 1.317 4.411
C 4.250 2.404 3.575
C 3.498 2.544 2.420
C 2.526 1.600 2.097
C 2.918 -1.602 -0.288
O 2.342 -0.357 -0.541
C 2.823 -2.438 -1.595
C 2.180 -3.664 -1.725
C 2.157 -4.327 -2.952
C 2.788 -3.790 -4.062
C 3.433 -2.561 -3.943
C 3.443 -1.900 -2.726
C 4.430 -1.415 0.004
C 5.361 -2.430 -0.232
C 6.713 -2.227 0.006
C 7.163 -1.006 0.497
C 6.249 0.015 0.716
C 4.897 -0.187 0.452
H 5.297 -4.303 2.192
H 5.112 -3.674 3.851
H 5.339 -2.552 2.488
H 3.089 -5.532 3.005
H 1.621 -4.553 3.189
H 2.897 -4.474 4.431
H 1.284 -2.788 0.406
H 1.020 -2.621 2.528
H 0.701 1.222 4.715
H -1.078 1.135 6.400
H -2.698 -0.745 6.416
H -2.515 -2.513 4.679
H -0.759 -2.420 2.999
H 2.843 -0.437 4.763
H 4.582 1.203 5.328
H 5.006 3.139 3.831
H 3.653 3.396 1.767
H 1.942 1.717 1.200
H 1.690 -4.131 -0.880
H 1.641 -5.279 -3.027
H 2.784 -4.323 -5.007
H 3.932 -2.116 -4.799
H 3.952 -0.946 -2.633
H 5.019 -3.393 -0.592
H 7.420 -3.026 -0.190
H 8.217 -0.855 0.707
H 6.582 0.977 1.087
H 4.185 0.611 0.593
C -2.247 -0.077 -5.214
C -1.358 -0.763 -4.178
C -2.246 -1.642 -3.289
P -0.263 0.330 -3.122
C 1.297 0.419 -4.120
C 2.285 1.365 -3.431
C 1.127 0.820 -5.583
C -0.871 2.023 -3.034
C -1.354 2.707 -4.159
C -1.903 3.968 -4.100
C -2.399 4.688 -5.328
C -1.992 4.559 -2.836
C -1.500 3.936 -1.716
C -0.871 2.663 -1.767
N -0.271 2.135 -0.641
C -0.050 3.029 0.446
C -0.870 3.008 1.584
C -2.050 2.080 1.664
C -0.595 3.888 2.629
C 0.446 4.804 2.572
C 0.735 5.736 3.724
C 1.225 4.833 1.422
C 0.997 3.959 0.366
C 1.901 3.983 -0.837
H -2.830 -0.848 -5.726
H -1.688 0.474 -5.973
H -2.949 0.600 -4.721
H -0.633 -1.409 -4.684
H -2.907 -1.025 -2.675
H -1.648 -2.257 -2.622
H -2.866 -2.295 -3.912
H 1.687 -0.598 -4.076
H 1.897 2.388 -3.461
H 3.250 1.350 -3.951
H 2.457 1.079 -2.393
H 0.837 1.871 -5.665
H 0.385 0.209 -6.101
H 2.082 0.691 -6.104
H -1.287 2.232 -5.127
H -2.386 4.035 -6.204
H -1.782 5.565 -5.551
H -3.425 5.041 -5.183
H -2.465 5.532 -2.736
H -1.593 4.422 -0.753
H -2.716 2.209 0.804
H -2.623 2.250 2.577
H -1.704 1.046 1.667
H -1.233 3.862 3.510
H -0.147 5.859 4.356
H 1.036 6.723 3.363
H 1.546 5.346 4.345
H 2.041 5.548 1.344
H 2.675 4.743 -0.716
H 1.344 4.196 -1.752
H 2.384 3.010 -0.966
O -0.606 -3.523 0.640
C -1.325 -2.592 0.279
O -0.989 -1.635 -0.518
C -2.763 -2.596 0.758
C -3.356 -3.825 1.016
C -4.663 -3.901 1.477
C -5.371 -2.741 1.731
C -4.765 -1.521 1.484
C -3.482 -1.423 0.967
N -5.537 -0.299 1.758
O -5.065 0.761 1.437
O -6.639 -0.429 2.282
H -2.768 -4.720 0.853
H -5.130 -4.863 1.644
H -6.385 -2.760 2.099
H -3.056 -0.456 0.742
F -9.872 -1.767 -0.177
C -8.746 -1.126 -0.537
C -7.624 -1.831 -0.908
F -7.662 -3.176 -0.901
C -6.478 -1.160 -1.289
F -5.434 -1.918 -1.649
C -6.386 0.235 -1.341
Se -4.807 1.127 -1.817
C -7.558 0.907 -0.973
F -7.602 2.243 -0.995
C -8.705 0.253 -0.577
F -9.807 0.942 -0.230
*
```


# C66H64As2AuGeN5O

A structure of composition C66H64As2AuGeN5O in a non-equilibrium geometry (wB97M-V/def2-TZVPD, OMol25).

Geometry as ORCA input:
```
! RIJCOSX wB97M-V def2-TZVPD def2/J DEFGRID3
* xyz 0 1
Au 0.108 -0.585 -0.113
C -7.117 11.033 -2.231
O -7.142 9.806 -2.915
C -6.311 8.813 -2.497
C -5.388 8.922 -1.462
C -4.603 7.839 -1.110
C -4.719 6.627 -1.784
C -5.641 6.529 -2.835
C -6.423 7.600 -3.183
C -3.940 5.452 -1.479
N -3.936 4.388 -2.252
C -3.118 3.492 -1.652
C -2.598 4.021 -0.473
N -3.136 5.277 -0.381
C -1.709 3.307 0.373
C -1.216 3.786 1.573
C -0.363 2.968 2.333
C -0.019 1.736 1.832
N -0.436 1.252 0.665
C -1.336 1.997 -0.083
C -1.877 1.453 -1.255
N -1.527 0.187 -1.634
C -2.070 -0.367 -2.706
C -2.981 0.271 -3.520
C -3.345 1.582 -3.198
C -2.802 2.173 -2.077
H -7.894 11.643 -2.687
H -6.150 11.535 -2.347
H -7.341 10.903 -1.167
H -5.270 9.849 -0.923
H -3.889 7.961 -0.307
H -5.717 5.588 -3.353
H -7.142 7.535 -3.983
H -2.995 5.933 0.366
H -1.488 4.768 1.928
H 0.036 3.308 3.277
H 0.648 1.085 2.396
H -1.755 -1.381 -2.924
H -3.398 -0.238 -4.373
H -4.046 2.141 -3.796
C 5.315 1.252 -4.730
C 4.579 0.149 -4.029
C 3.203 0.037 -4.131
C 2.496 -0.921 -3.419
C 1.018 -1.038 -3.611
C 3.169 -1.760 -2.529
As 2.232 -3.083 -1.373
N 0.559 -2.446 -0.802
C -0.512 -3.174 -1.140
C -0.509 -4.211 -2.053
C -1.653 -4.988 -2.366
C -2.839 -4.813 -1.756
C -3.010 -3.767 -0.719
C -1.821 -2.817 -0.487
C 3.100 -3.120 0.432
C 3.372 -4.447 0.835
C 3.278 -5.688 -0.025
C 3.819 -4.725 2.121
C 3.999 -3.731 3.060
C 4.465 -4.037 4.452
C 3.756 -2.430 2.654
C 3.334 -2.092 1.366
C 3.205 -0.588 1.194
C 4.570 -1.776 -2.560
C 5.339 -2.829 -1.818
C 5.253 -0.806 -3.280
H 4.616 1.908 -5.244
H 6.014 0.853 -5.465
H 5.885 1.844 -4.013
H 2.667 0.713 -4.784
H 0.688 -0.488 -4.491
H 0.498 -0.632 -2.743
H 0.736 -2.087 -3.727
H 0.417 -4.450 -2.567
H -1.537 -5.736 -3.138
H -3.701 -5.413 -2.006
H -3.932 -3.212 -0.915
H -2.061 -1.784 -0.732
H 2.932 -5.501 -1.041
H 2.598 -6.403 0.438
H 4.264 -6.154 -0.069
H 4.018 -5.756 2.385
H 4.536 -5.112 4.611
H 3.772 -3.618 5.180
H 5.444 -3.592 4.628
H 3.936 -1.634 3.365
H 3.925 -0.128 1.879
H 2.202 -0.303 1.540
H 4.366 -0.369 -0.580
H 4.797 -3.779 -1.866
H 5.462 -2.562 -0.768
H 6.328 -2.963 -2.251
H 6.335 -0.796 -3.253
C 5.458 2.466 -0.598
Ge 3.551 2.016 -0.256
C 3.055 3.037 1.380
C 2.516 2.699 -1.801
C 3.427 0.008 -0.176
H 5.539 3.490 -0.953
H 5.900 1.813 -1.344
H 6.043 2.377 0.313
H 3.566 3.996 1.352
H 3.350 2.521 2.288
H 1.990 3.228 1.424
H 2.514 3.785 -1.786
H 1.490 2.344 -1.782
H 2.981 2.366 -2.724
H 2.616 -0.293 -0.838
C -0.109 -3.812 7.052
C -0.989 -2.799 6.714
C -0.953 -2.237 5.448
C -0.034 -2.675 4.507
C 0.867 -3.669 4.868
C 0.824 -4.246 6.124
As 0.122 -1.923 2.677
C -1.638 -1.132 2.569
C -2.051 0.038 3.186
C -3.327 0.527 2.970
C -4.186 -0.155 2.125
C -3.776 -1.323 1.501
C -2.506 -1.830 1.728
C -1.941 -3.053 1.057
C -2.934 -4.212 0.769
C -2.339 -5.572 0.906
C -1.082 -5.780 1.293
C -0.248 -4.699 1.769
C -0.670 -3.430 1.755
H -0.144 -4.256 8.036
H -1.705 -2.440 7.440
H -1.665 -1.463 5.191
H 1.600 -3.994 4.139
H 1.522 -5.029 6.385
H -1.368 0.573 3.839
H -3.644 1.442 3.452
H -5.179 0.231 1.944
H -4.457 -1.827 0.828
H -3.888 -4.160 1.307
H -2.989 -6.394 0.641
H -0.686 -6.785 1.357
H 0.702 -4.957 2.220
*
```


no.,frontier orbital gap (eV)
1,6.0
2,5.7
3,4.8